Entry 1:
Computed, not measured: C13H16MoN3STe4 as an isolated structure, with the ωB97M-V functional and the def2-TZVPD basis.

Structure (ORCA input):
```
! RIJCOSX wB97M-V def2-TZVPD def2/J DEFGRID3
* xyz 1 1
Mo 0.39 0.40 -0.28
Te -0.88 -1.28 1.27
Te -2.12 1.00 2.07
Te -2.20 2.45 -0.22
Te 0.41 3.01 -0.75
S 2.20 -0.39 -0.87
N -4.91 -2.57 -8.20
C -4.29 -2.20 -7.30
C -3.53 -1.75 -6.18
C -4.06 -1.87 -4.89
C -3.33 -1.42 -3.81
C -2.06 -0.87 -4.01
C -1.53 -0.75 -5.30
C -2.27 -1.19 -6.38
C -1.30 -0.43 -2.89
C -0.66 -0.11 -1.90
H -5.04 -2.30 -4.75
H -3.73 -1.51 -2.81
H -0.55 -0.32 -5.44
H -1.88 -1.10 -7.39
C 1.66 0.10 5.40
C 2.26 0.60 4.09
C 3.30 -0.39 3.57
C 2.88 1.99 4.30
N 1.11 0.63 3.15
N 1.43 1.14 1.85
H 2.43 0.04 6.17
H 1.23 -0.90 5.27
H 0.88 0.77 5.77
H 4.03 -0.59 4.35
H 3.86 -0.01 2.72
H 2.82 -1.33 3.30
H 3.69 1.93 5.03
H 2.14 2.70 4.67
H 3.31 2.38 3.38
H 0.39 1.23 3.53
H 2.34 0.75 1.62
H 1.57 2.15 1.88
*
```

Its HOMO-LUMO gap (spin up / spin down) is 5.356 / 5.380 eV. The value obtained for the total energy is -60066.794 eV. The energy above the lowest of the compared OMol25 structures with the same formula, charge and spin is 103.66 kJ/mol. The highest occupied orbital energy (spin up / spin down) comes out at -11.22 / -11.23 eV.

natural (NBO) charges, unit e, in atom order: atom 1 (Mo): -0.0645, atom 2 (Te): 0.3283, atom 3 (Te): 0.1080, atom 4 (Te): 0.1684, atom 5 (Te): 0.1468, atom 6 (S): 0.2287, atom 7 (N): -0.2501, atom 8 (C): 0.2512, atom 9 (C): -0.1313, atom 10 (C): -0.1503, atom 11 (C): -0.1534, atom 12 (C): -0.1881, atom 13 (C): -0.1383, atom 14 (C): -0.1613, atom 15 (C): 0.2061, atom 16 (C): -0.3566, atom 17 (H): 0.2407, atom 18 (H): 0.2291, atom 19 (H): 0.2323, atom 20 (H): 0.2431, atom 21 (C): -0.6101, atom 22 (C): 0.0982, atom 23 (C): -0.6315, atom 24 (C): -0.6388, atom 25 (N): -0.4761, atom 26 (N): -0.6556, atom 27 (H): 0.2295, atom 28 (H): 0.2246, atom 29 (H): 0.2101, atom 30 (H): 0.2390, atom 31 (H): 0.1976, atom 32 (H): 0.2256, atom 33 (H): 0.2370, atom 34 (H): 0.2149, atom 35 (H): 0.2014, atom 36 (H): 0.3650, atom 37 (H): 0.3973, atom 38 (H): 0.3831

***

Entry 2:
Computed, not measured: a 2-piece molecular cluster, C13H16N2O3 overall at a distorted geometry, with the ωB97M-V functional and the def2-TZVPD basis.

Structure (ORCA input):
```
! RIJCOSX wB97M-V def2-TZVPD def2/J DEFGRID3
* xyz 0 1
N -2.89 -0.68 -2.09
O -3.16 -1.68 -1.42
O -3.31 -0.44 -3.23
C 4.07 -2.18 -0.17
C 2.68 -2.47 -0.71
N 1.74 -1.55 -0.05
C 0.86 -0.88 -0.79
C -0.13 -0.05 -0.24
C -0.84 0.86 -1.00
C -1.80 1.77 -0.43
C -2.07 3.04 -1.03
C -2.89 3.97 -0.39
C -3.52 3.65 0.82
C -3.32 2.38 1.39
C -2.49 1.45 0.77
C 1.94 -1.21 1.36
C 2.89 -2.23 1.97
O 4.13 -2.35 1.26
H 4.82 -2.87 -0.57
H 4.34 -1.15 -0.46
H 2.62 -2.29 -1.79
H 2.42 -3.52 -0.50
H 0.93 -1.02 -1.87
H -0.34 -0.13 0.84
H -0.59 0.97 -2.06
H -1.58 3.28 -1.98
H -3.03 4.96 -0.83
H -4.16 4.38 1.32
H -3.83 2.11 2.32
H -2.37 0.45 1.18
H 2.36 -0.19 1.50
H 0.97 -1.23 1.88
H 3.20 -1.94 2.99
H 2.35 -3.19 2.01
*
```

Its HOMO-LUMO gap is 4.965 eV. The value obtained for the total energy is -22857.638 eV. The energy above the lowest of the compared OMol25 structures with the same formula, charge and spin is 647.78 kJ/mol. The highest occupied orbital energy comes out at -6.34 eV.

natural (NBO) charges, unit e, in atom order: atom 1 (N): 0.3075, atom 2 (O): -0.4931, atom 3 (O): -0.4785, atom 4 (C): -0.0781, atom 5 (C): -0.2404, atom 6 (N): -0.3445, atom 7 (C): 0.2016, atom 8 (C): -0.3815, atom 9 (C): 0.0180, atom 10 (C): -0.1140, atom 11 (C): -0.1623, atom 12 (C): -0.2152, atom 13 (C): -0.1907, atom 14 (C): -0.2016, atom 15 (C): -0.1711, atom 16 (C): -0.2550, atom 17 (C): -0.0798, atom 18 (O): -0.5252, atom 19 (H): 0.2071, atom 20 (H): 0.1728, atom 21 (H): 0.2255, atom 22 (H): 0.2139, atom 23 (H): 0.2160, atom 24 (H): 0.2189, atom 25 (H): 0.2260, atom 26 (H): 0.2172, atom 27 (H): 0.2198, atom 28 (H): 0.2187, atom 29 (H): 0.2179, atom 30 (H): 0.2199, atom 31 (H): 0.2159, atom 32 (H): 0.2250, atom 33 (H): 0.2149, atom 34 (H): 0.1744

***

Entry 3:
Computed, not measured: C13H16NO2PdS3Sb as an isolated structure, with the ωB97M-V functional and the def2-TZVPD basis.

Structure (ORCA input):
```
! RIJCOSX wB97M-V def2-TZVPD def2/J DEFGRID3
* xyz 1 6
Pd 0.18 0.07 0.05
C 3.99 0.85 0.87
C 2.97 -0.01 0.19
C 2.42 -1.13 0.83
C 1.54 -2.00 0.18
C 1.05 -3.25 0.85
C 1.16 -1.70 -1.14
C 1.69 -0.58 -1.82
C 1.32 -0.30 -3.25
C 2.55 0.27 -1.12
H 4.99 0.55 0.52
H 3.96 0.72 1.95
H 3.84 1.89 0.63
H 2.71 -1.34 1.86
H 1.78 -4.05 0.69
H 0.11 -3.59 0.43
H 0.94 -3.11 1.92
H 0.49 -2.37 -1.67
H 2.14 -0.63 -3.90
H 1.17 0.76 -3.42
H 0.42 -0.84 -3.54
H 2.93 1.16 -1.61
S -2.56 -2.20 -1.29
Sb -3.17 -0.15 0.19
S -1.71 0.43 -1.59
S -1.40 -1.10 1.58
O 1.77 2.96 0.69
C 0.63 3.03 1.07
C -0.02 4.20 1.76
C -1.47 3.77 1.94
C -1.49 2.38 1.34
O -2.55 1.70 1.30
N -0.30 2.00 0.89
H 0.09 5.09 1.14
H 0.50 4.39 2.70
H -2.19 4.39 1.41
H -1.80 3.71 2.98
*
```

Its HOMO-LUMO gap (spin up / spin down) is 8.470 / 5.957 eV. The value obtained for the total energy is -61842.229 eV. The energy above the lowest of the compared OMol25 structures with the same formula, charge and spin is 0.00 kJ/mol. As for the expectation value of S²: 8.78. The highest occupied orbital energy (spin up / spin down) comes out at -11.67 / -12.58 eV.

natural (NBO) charges, unit e, in atom order: atom 1 (Pd): 0.8503, atom 2 (C): -0.6521, atom 3 (C): 0.0730, atom 4 (C): -0.2577, atom 5 (C): 0.0035, atom 6 (C): -0.6487, atom 7 (C): -0.2420, atom 8 (C): 0.0003, atom 9 (C): -0.6482, atom 10 (C): -0.2359, atom 11 (H): 0.2441, atom 12 (H): 0.2290, atom 13 (H): 0.2650, atom 14 (H): 0.2436, atom 15 (H): 0.2549, atom 16 (H): 0.2299, atom 17 (H): 0.2362, atom 18 (H): 0.2422, atom 19 (H): 0.2510, atom 20 (H): 0.2399, atom 21 (H): 0.2342, atom 22 (H): 0.2516, atom 23 (S): -0.1197, atom 24 (Sb): 1.1838, atom 25 (S): -0.4253, atom 26 (S): -0.2037, atom 27 (O): -0.5793, atom 28 (C): 0.6967, atom 29 (C): -0.5207, atom 30 (C): -0.5032, atom 31 (C): 0.7173, atom 32 (O): -0.7428, atom 33 (N): -0.6912, atom 34 (H): 0.2576, atom 35 (H): 0.2561, atom 36 (H): 0.2547, atom 37 (H): 0.2556

***

Entry 4:
Computed, not measured: an isolated ion of composition C13H16P and charge +1 at a distorted geometry, with the ωB97M-V functional and the def2-TZVPD basis.

Structure (ORCA input):
```
! RIJCOSX wB97M-V def2-TZVPD def2/J DEFGRID3
* xyz 1 1
C -3.08 2.08 1.24
C -2.78 0.75 1.55
C -2.19 2.92 0.68
C -1.48 0.35 1.39
C -0.96 2.41 0.25
C -0.58 1.10 0.71
C 0.53 -1.40 -0.53
C 1.62 -2.37 -0.86
C -0.29 -1.46 -1.78
C 1.32 -3.04 -2.01
C 0.09 -2.52 -2.55
C 1.68 -0.20 1.90
C 2.08 1.23 -0.85
P 0.99 0.27 0.27
H -4.09 2.41 1.39
H -3.58 0.11 2.06
H -2.36 3.97 0.43
H -1.18 -0.66 1.55
H -0.31 2.84 -0.41
H -0.17 -1.80 0.27
H 2.57 -2.52 -0.35
H -1.31 -1.00 -1.94
H 1.75 -3.89 -2.51
H -0.44 -2.70 -3.45
H 2.57 0.34 2.07
H 1.93 -1.30 1.73
H 0.81 -0.21 2.57
H 1.48 1.59 -1.65
H 2.90 0.60 -0.96
H 2.47 2.11 -0.24
*
```

Its HOMO-LUMO gap is 9.091 eV. The value obtained for the total energy is -23021.178 eV. The energy above the lowest of the compared OMol25 structures with the same formula, charge and spin is 0.00 kJ/mol. The highest occupied orbital energy comes out at -12.17 eV.

natural (NBO) charges, unit e, in atom order: atom 1 (C): -0.1751, atom 2 (C): -0.1812, atom 3 (C): -0.1814, atom 4 (C): -0.2048, atom 5 (C): -0.1533, atom 6 (C): -0.3841, atom 7 (C): -0.5804, atom 8 (C): -0.2293, atom 9 (C): -0.2153, atom 10 (C): -0.1815, atom 11 (C): -0.1983, atom 12 (C): -0.9311, atom 13 (C): -0.9189, atom 14 (P): 1.5212, atom 15 (H): 0.2358, atom 16 (H): 0.2488, atom 17 (H): 0.2409, atom 18 (H): 0.2013, atom 19 (H): 0.2083, atom 20 (H): 0.2936, atom 21 (H): 0.2315, atom 22 (H): 0.2375, atom 23 (H): 0.2439, atom 24 (H): 0.2417, atom 25 (H): 0.2704, atom 26 (H): 0.2627, atom 27 (H): 0.2797, atom 28 (H): 0.2763, atom 29 (H): 0.2692, atom 30 (H): 0.2717

***

Entry 5:
Computed, not measured: one molecule with the formula C13H16S at a distorted geometry, with the ωB97M-V functional and the def2-TZVPD basis.

Structure (ORCA input):
```
! RIJCOSX wB97M-V def2-TZVPD def2/J DEFGRID3
* xyz 0 1
C 2.56 -2.44 0.31
C 2.99 -1.17 0.37
C 1.20 -2.74 0.00
C 0.65 -0.35 0.11
C 0.29 -1.75 -0.12
C -0.26 0.56 0.37
C 2.11 -0.07 0.05
C 2.61 1.10 -0.39
C -2.27 -0.66 -0.12
C -0.56 1.84 0.99
C 1.88 2.24 -1.00
C -2.86 0.00 -1.33
C -3.06 -0.58 1.15
S -1.40 -2.17 -0.43
H 3.24 -3.27 0.47
H 4.03 -0.94 0.56
H 0.90 -3.77 -0.12
H 3.69 1.21 -0.38
H 0.35 2.31 1.36
H -1.23 1.68 1.83
H -1.06 2.51 0.29
H 1.81 3.09 -0.31
H 0.87 1.95 -1.29
H 2.42 2.59 -1.88
H -2.18 -0.06 -2.17
H -3.09 1.05 -1.12
H -3.80 -0.49 -1.61
H -4.01 -1.10 1.04
H -3.28 0.46 1.39
H -2.52 -1.03 1.98
*
```

Its HOMO-LUMO gap is 7.352 eV. The value obtained for the total energy is -24572.053 eV. The energy above the lowest of the compared OMol25 structures with the same formula, charge and spin is 204.58 kJ/mol. The highest occupied orbital energy comes out at -7.08 eV.

natural (NBO) charges, unit e, in atom order: atom 1 (C): -0.2059, atom 2 (C): -0.2062, atom 3 (C): -0.2661, atom 4 (C): -0.2317, atom 5 (C): -0.0990, atom 6 (C): 0.2214, atom 7 (C): -0.0598, atom 8 (C): -0.1208, atom 9 (C): -0.0878, atom 10 (C): -0.7203, atom 11 (C): -0.6546, atom 12 (C): -0.6721, atom 13 (C): -0.6733, atom 14 (S): 0.2727, atom 15 (H): 0.2137, atom 16 (H): 0.2104, atom 17 (H): 0.2194, atom 18 (H): 0.1950, atom 19 (H): 0.2321, atom 20 (H): 0.2387, atom 21 (H): 0.2336, atom 22 (H): 0.2162, atom 23 (H): 0.2230, atom 24 (H): 0.2206, atom 25 (H): 0.2291, atom 26 (H): 0.2114, atom 27 (H): 0.2109, atom 28 (H): 0.2124, atom 29 (H): 0.2083, atom 30 (H): 0.2284

***

Entry 6:
Computed, not measured: C13H17BaNS as an isolated structure at a distorted geometry, with the ωB97M-V functional and the def2-TZVPD basis.

Structure (ORCA input):
```
! RIJCOSX wB97M-V def2-TZVPD def2/J DEFGRID3
* xyz 0 1
C 1.72 1.09 -1.79
C -1.19 -0.27 -1.90
C 1.71 -0.24 -1.12
H 2.45 0.99 -2.60
C -0.85 -1.59 -1.44
H -2.10 0.15 -1.47
H 2.48 -0.31 -0.37
H -1.56 -2.04 -0.76
C 1.63 -1.46 -1.97
H 2.51 -2.10 -1.76
H 1.74 -1.15 -3.02
C 0.40 1.64 -2.39
H 0.62 2.37 -3.18
H -0.16 2.18 -1.61
C -0.51 0.52 -2.94
H 0.06 -0.12 -3.63
H -1.31 0.99 -3.53
C 0.35 -2.34 -1.83
H 0.13 -2.88 -2.77
H 0.53 -3.13 -1.08
Ba -0.09 -0.10 0.15
H 2.13 1.87 -1.12
S -2.79 -0.03 1.08
C -1.66 0.30 2.56
C -2.23 0.49 3.84
C -1.40 0.71 4.94
C -0.01 0.74 4.79
C 0.55 0.55 3.53
N -0.27 0.34 2.47
H -3.31 0.46 3.95
H -1.84 0.86 5.92
H 0.63 0.91 5.65
H 1.63 0.56 3.39
*
```

Its HOMO-LUMO gap (spin up / spin down) is 5.498 / 5.507 eV. The value obtained for the total energy is -26768.968 eV. The energy above the lowest of the compared OMol25 structures with the same formula, charge and spin is 218.13 kJ/mol. The highest occupied orbital energy (spin up / spin down) comes out at -5.45 / -5.46 eV.

Mulliken charges, unit e, in atom order: atom 1 (C): -1.0506, atom 2 (C): -0.8455, atom 3 (C): -0.9891, atom 4 (H): 0.3133, atom 5 (C): -0.7348, atom 6 (H): 0.5592, atom 7 (H): 0.7247, atom 8 (H): 0.6256, atom 9 (C): -0.8314, atom 10 (H): 0.3922, atom 11 (H): 0.3618, atom 12 (C): -0.5484, atom 13 (H): 0.3726, atom 14 (H): 0.3143, atom 15 (C): -0.5521, atom 16 (H): 0.2653, atom 17 (H): 0.4162, atom 18 (C): -0.6006, atom 19 (H): 0.3039, atom 20 (H): 0.2848, atom 21 (Ba): 1.7755, atom 22 (H): 0.2427, atom 23 (S): -0.5257, atom 24 (C): 0.2486, atom 25 (C): -0.5030, atom 26 (C): -0.1153, atom 27 (C): -0.6377, atom 28 (C): -0.3023, atom 29 (N): -0.4948, atom 30 (H): 0.3725, atom 31 (H): 0.3683, atom 32 (H): 0.3645, atom 33 (H): 0.4254